1.
Computed, not measured: the molecule C7H13NSSi, with ωB97M-V/def2-TZVPD.

Each atom is followed by the atoms it is bonded to, with distances in Å.
Element x y z (Å)
1 C -3.26005 1.26502 -0.07276  N8 1.305, S10 1.809, H11 1.004
2 C -2.76680 -1.02605 -0.11333  C4 1.436, N8 1.194
3 C -0.58025 0.58263 0.11496  Si9 1.914, S10 1.598
4 C -2.54131 -2.41637 0.16879  C2 1.436, H12 1.037, H13 1.028, H14 1.022
5 C 1.96464 1.02371 -1.87470  Si9 2.027, H15 1.123, H16 1.022, H17 1.038
6 C 1.75825 -1.26413 0.36529  Si9 1.988, H18 1.135, H19 1.027, H20 1.157
7 C 2.19452 1.75858 1.30595  Si9 1.912, H21 1.157, H22 1.143, H23 1.040
8 N -3.42079 -0.02930 -0.04027  C1 1.305, C2 1.194
9 Si 1.33043 0.64537 0.01323  C3 1.914, C5 2.027, C6 1.988, C7 1.912
10 S -1.55419 1.84838 0.07375  C1 1.809, C3 1.598
11 H -3.93849 1.88372 -0.47894  C1 1.004
12 H -3.49628 -2.81843 0.20913  C4 1.037
13 H -2.10291 -3.04498 -0.51675  C4 1.028
14 H -2.07043 -2.45404 1.07548  C4 1.022
15 H 1.32902 1.89277 -2.19222  C5 1.123
16 H 2.97141 1.12074 -1.72516  C5 1.022
17 H 1.64452 0.19818 -2.41683  C5 1.038
18 H 2.39669 -1.65506 -0.48744  C6 1.135
19 H 2.18982 -1.38334 1.28965  C6 1.027
20 H 0.76343 -1.85449 0.35183  C6 1.157
21 H 1.68562 1.65982 2.34016  C7 1.157
22 H 3.19945 1.33264 1.64584  C7 1.143
23 H 2.30372 2.73461 0.96436  C7 1.040

Calculated values
HOMO-LUMO gap (spin up / spin down): 7.4 / 7.4 eV

2.
Computed, not measured: a cluster of 2 separate species, C7H13NSSi in total, with ωB97M-V/def2-TZVPD.

Each atom is followed by the atoms it is bonded to, with distances in Å.
Element x y z (Å)
1 Si 1.78427 1.97979 2.80214  C2 1.865, H5 1.483, H6 1.606, H7 1.476
2 C 1.93915 1.01720 1.21278  Si1 1.865, N3 1.192
3 N 2.68961 0.79946 0.31241  C2 1.192, S4 1.511
4 S 3.53780 0.35773 -0.85807  N3 1.511
5 H 1.51821 3.43053 2.65217  Si1 1.483
6 H 3.36756 1.97968 3.07248  Si1 1.606
7 H 0.69200 1.48662 3.66287  Si1 1.476
8 C 0.88520 -1.95405 0.47029  C9 1.200, H14 1.054
9 C 0.30989 -1.25020 -0.31281  C8 1.200, C10 1.528
10 C -0.91290 -0.60035 -0.95990  C9 1.528, C11 1.546, C12 1.481, C13 1.598
11 C -1.20437 -1.13694 -2.37966  C10 1.546, H15 1.108, H16 1.081, H17 1.100
12 C -0.81081 0.87701 -0.92658  C10 1.481, H18 1.061, H19 1.063, H20 1.081
13 C -2.05855 -1.05487 0.05743  C10 1.598, H21 1.167, H22 1.102, H23 1.071
14 H 1.69986 -2.10554 1.12191  C8 1.054
15 H -2.18587 -0.78854 -2.75796  C11 1.108
16 H -0.42087 -0.74608 -3.01358  C11 1.081
17 H -1.20841 -2.23681 -2.39707  C11 1.100
18 H -0.68726 0.98231 0.12177  C12 1.061
19 H 0.01590 1.32272 -1.42500  C12 1.063
20 H -1.75284 1.35066 -1.16534  C12 1.081
21 H -3.06795 -0.50421 -0.13916  C13 1.167
22 H -2.30650 -2.08333 -0.25123  C13 1.102
23 H -1.82311 -1.12280 1.10009  C13 1.071

Calculated values
HOMO-LUMO gap: 8.7 eV

Pick the least stable structure from those above. Pick: 1